1.
100
Properties=species:S:1:pos:R:3 method="wB97M-V/def2-TZVPD" homo_energy_ev="-0.14 / -0.17" relative_energy_kcal_mol=37.5 charge=-2 e_lumo_ev="3.824 / 3.823" homo_lumo_gap_ev="3.966 / 3.991" spin_multiplicity=2
Ti -1.60 -1.28 -0.05
O -3.44 -1.11 -0.63
N -4.58 -1.68 -0.87
N -4.56 -2.93 -0.71
O -1.83 -3.17 -1.28
C -5.82 -3.54 -0.95
C -6.98 -2.85 -1.30
C -8.16 -3.55 -1.51
C -8.20 -4.94 -1.39
C -7.04 -5.62 -1.04
C -5.86 -4.93 -0.82
H -6.95 -1.78 -1.39
H -9.06 -3.01 -1.78
H -9.12 -5.48 -1.56
H -7.05 -6.70 -0.94
H -4.95 -5.45 -0.55
O -0.85 0.29 -2.25
C -1.00 1.18 -1.24
O -1.21 0.64 -0.06
C -0.97 2.52 -1.53
C -1.24 3.53 -0.51
C -0.86 4.81 -0.70
C -0.21 5.22 -1.92
C -0.27 4.30 -3.04
C -0.63 3.02 -2.86
N 0.44 6.39 -2.01
O 1.09 6.68 -3.07
O 0.49 7.17 -1.01
H -1.72 3.22 0.41
H -1.02 5.57 0.06
H 0.03 4.67 -4.01
H -0.63 2.33 -3.69
Br 5.07 -2.37 0.29
C 3.79 -3.29 1.35
C 4.23 -4.21 2.30
C 3.28 -4.86 3.07
C 1.93 -4.60 2.91
C 1.51 -3.67 1.96
C 2.45 -3.01 1.18
C 0.03 -3.36 1.80
O -0.78 -3.99 2.50
O -0.22 -2.45 0.95
H 5.28 -4.41 2.42
H 3.61 -5.59 3.81
H 1.18 -5.09 3.50
H 2.13 -2.27 0.46
C -0.08 -1.43 -4.09
C -0.32 -1.99 -2.69
C 0.85 -2.91 -2.30
C -1.63 -2.78 -2.65
N -0.38 -0.96 -1.66
H 0.09 -2.24 -4.79
H 0.79 -0.77 -4.07
H -0.93 -0.84 -4.43
H 0.92 -3.75 -3.00
H 0.72 -3.29 -1.29
H 1.78 -2.33 -2.35
H -1.59 -3.68 -3.27
H -2.46 -2.14 -2.97
H -2.78 -3.40 -1.15
C -0.81 0.88 4.64
N -1.10 -0.50 4.26
C -0.21 -1.53 4.78
C -1.69 -0.72 3.11
N -2.27 -0.93 2.13
H -0.94 0.98 5.72
H -1.50 1.55 4.13
H 0.22 1.13 4.36
H -0.35 -1.63 5.85
H 0.83 -1.27 4.56
H -0.44 -2.48 4.30
C 3.55 3.55 2.76
C 2.35 4.24 2.12
C 1.18 3.29 1.90
N 1.38 2.41 0.76
C 1.71 1.14 0.79
S 1.91 0.23 2.19
N 1.88 0.54 -0.46
C 2.49 1.07 -1.58
O 2.44 0.49 -2.65
C 3.27 2.34 -1.41
C 2.85 3.47 -2.10
C 3.53 4.67 -1.94
C 4.65 4.72 -1.12
C 5.09 3.58 -0.47
C 4.39 2.38 -0.59
H 4.40 4.23 2.84
H 3.86 2.68 2.19
H 3.30 3.19 3.77
H 2.63 4.68 1.16
H 2.01 5.06 2.76
H 0.28 3.86 1.68
H 1.01 2.67 2.78
H 1.07 2.78 -0.13
H 1.32 -0.31 -0.66
H 1.98 3.42 -2.73
H 3.14 5.56 -2.43
H 5.18 5.65 -0.99
H 5.97 3.62 0.17
H 4.70 1.50 -0.04

=====

2.
48
Properties=species:S:1:pos:R:3 method="wB97M-V/def2-TZVPD" homo_energy_ev=-7.85 smiles="Cc1ccc2nc(SCC(=O)N3c4ccccc4C[C@@H]3C)c(C)cc2c1" e_lumo_ev=0.472 homo_lumo_gap_ev=8.320 spin_multiplicity=1
C -2.62 -4.36 0.47
C -1.56 -3.31 0.58
C -0.30 -3.51 0.08
C 0.68 -2.51 0.17
C 2.00 -2.65 -0.33
C 2.89 -1.62 -0.26
C 2.41 -0.40 0.29
N 1.22 -0.24 0.81
C 0.35 -1.27 0.78
C -0.93 -1.10 1.33
C -1.86 -2.10 1.22
H -2.85 -1.96 1.63
H -1.16 -0.17 1.83
S 3.41 1.04 0.20
C 2.08 2.28 0.35
C 0.95 1.86 -0.58
O 1.20 1.40 -1.68
N -0.33 2.02 -0.13
C -1.42 1.34 -0.67
C -1.47 0.47 -1.75
C -2.67 -0.16 -2.03
C -3.80 0.07 -1.27
C -3.75 0.94 -0.19
C -2.56 1.57 0.10
C -2.24 2.51 1.22
H -2.47 2.06 2.19
H -2.82 3.43 1.14
C -0.73 2.79 1.05
C -0.47 4.28 0.84
H 0.59 4.48 0.71
H -0.82 4.84 1.70
H -0.99 4.62 -0.05
H -0.18 2.43 1.93
H -4.63 1.12 0.41
H -4.72 -0.43 -1.52
H -2.71 -0.84 -2.87
H -0.59 0.29 -2.34
H 1.79 2.35 1.39
H 2.53 3.22 0.01
C 4.28 -1.70 -0.79
H 4.49 -2.69 -1.18
H 5.00 -1.47 0.00
H 4.42 -0.96 -1.57
H 2.29 -3.59 -0.78
H -0.04 -4.45 -0.40
H -3.48 -3.97 -0.08
H -2.25 -5.24 -0.05
H -2.97 -4.66 1.46

=====

3.
58
Properties=species:S:1:pos:R:3 method="wB97M-V/def2-TZVPD" homo_energy_ev="-8.63 / -8.06" e_lumo_ev="0.322 / -0.879" homo_lumo_gap_ev="8.952 / 7.186" spin_multiplicity=6
Fe -1.10 -0.30 0.34
C 0.82 2.60 2.53
C -0.56 2.83 1.89
C -0.40 3.74 0.65
O -1.09 1.54 1.50
H 1.14 3.55 2.97
H 1.53 2.29 1.77
H 0.78 1.84 3.31
H -1.14 3.39 2.62
H 0.08 4.69 0.87
H -1.33 3.95 0.12
H 0.24 3.30 -0.12
C -2.80 2.06 -1.64
C -3.50 0.69 -1.71
C -3.63 0.13 -3.12
O -2.93 -0.22 -0.78
H -2.83 2.51 -0.65
H -3.29 2.77 -2.31
H -1.74 1.99 -1.90
H -4.45 0.96 -1.23
H -4.19 0.79 -3.78
H -4.13 -0.83 -3.15
H -2.61 -0.03 -3.46
C 0.49 -1.97 3.61
C -0.30 -2.75 2.59
C -1.15 -3.96 3.10
O -1.03 -1.94 1.71
H 1.24 -1.31 3.19
H 1.06 -2.70 4.18
H -0.12 -1.39 4.30
H 0.52 -3.25 2.07
H -1.97 -3.65 3.74
H -0.56 -4.68 3.66
H -1.48 -4.66 2.33
C 4.92 1.76 -0.73
O 3.61 1.47 -0.27
C 3.30 0.09 -0.48
C 1.90 -0.24 -0.01
N 0.70 0.32 -0.69
C 0.59 -0.02 -2.13
C 0.19 -1.45 -2.41
O -0.58 -1.91 -1.31
C -0.93 -3.31 -1.48
H 4.93 1.40 -1.76
H 5.81 1.47 -0.18
H 4.93 2.84 -0.84
H 4.07 -0.53 0.00
H 3.50 -0.24 -1.50
H 1.84 0.10 1.03
H 1.81 -1.33 -0.02
H 0.76 1.31 -0.55
H 1.45 0.25 -2.73
H -0.18 0.63 -2.56
H 1.15 -1.96 -2.57
H -0.26 -1.51 -3.39
H -1.80 -3.53 -0.86
H -0.10 -3.97 -1.25
H -1.19 -3.59 -2.51

=====

4.
108
Properties=species:S:1:pos:R:3 method="wB97M-V/def2-TZVPD" homo_energy_ev=-8.86 relative_energy_kcal_mol=4.2 charge=+1 e_lumo_ev=-2.686 homo_lumo_gap_ev=6.176 spin_multiplicity=1
Sn -1.27 -0.15 -1.01
N 1.47 3.71 -6.65
C 1.50 3.12 -5.41
C 1.29 1.74 -5.27
C 1.27 1.16 -4.02
C 1.46 1.94 -2.88
C 1.69 3.31 -3.01
C 1.70 3.89 -4.26
S 1.36 1.21 -1.30
O 2.38 1.74 -0.46
O 1.20 -0.23 -1.51
N -0.14 1.49 -0.69
C -0.81 2.68 -0.44
N -0.20 3.85 -0.57
C -0.95 4.92 -0.28
C -2.28 4.82 0.10
C -2.82 3.55 0.14
N -2.09 2.47 -0.13
H 1.57 3.12 -7.45
H 1.89 4.62 -6.74
H 1.15 1.13 -6.15
H 1.13 0.09 -3.92
H 1.87 3.91 -2.12
H 1.89 4.96 -4.36
H -0.46 5.88 -0.37
H -2.86 5.70 0.34
H -3.86 3.38 0.41
C 3.13 -2.28 4.26
C 2.09 -2.05 3.20
C 1.97 -2.90 2.10
C 0.98 -2.72 1.14
C 0.82 -3.75 0.07
O -0.26 -4.22 -0.20
C 2.05 -4.22 -0.65
C 3.14 -3.38 -0.84
C 4.24 -3.82 -1.56
C 4.25 -5.11 -2.09
C 3.16 -5.95 -1.90
C 2.05 -5.50 -1.20
C 0.09 -1.65 1.25
O -0.88 -1.54 0.31
C 0.22 -0.76 2.32
C 1.20 -1.00 3.28
C -0.73 0.36 2.57
N -1.97 0.21 2.85
C -2.60 -1.10 2.88
C -3.14 -1.40 4.29
Te -3.37 0.32 5.54
C -1.35 0.38 6.15
C -0.66 -0.77 6.52
C 0.67 -0.69 6.91
C 1.31 0.54 6.95
C 0.62 1.69 6.60
C -0.71 1.61 6.21
C -0.17 1.75 2.65
C -1.00 2.81 3.00
C -0.49 4.09 3.15
C 0.86 4.34 2.92
C 1.69 3.29 2.55
C 1.18 2.01 2.41
H 3.70 -3.20 4.07
H 2.67 -2.37 5.25
H 3.84 -1.45 4.31
H 2.65 -3.74 2.00
H 3.12 -2.37 -0.44
H 5.09 -3.17 -1.71
H 5.12 -5.46 -2.64
H 3.17 -6.95 -2.31
H 1.19 -6.13 -1.06
H 1.26 -0.31 4.13
H -1.94 -1.91 2.59
H -3.42 -1.07 2.16
H -2.44 -2.04 4.83
H -4.11 -1.90 4.27
H -1.15 -1.74 6.52
H 1.20 -1.59 7.21
H 2.35 0.60 7.25
H 1.11 2.66 6.63
H -1.24 2.52 5.93
H -2.05 2.61 3.19
H -1.15 4.90 3.44
H 1.26 5.34 3.04
H 2.74 3.47 2.35
H 1.84 1.21 2.10
S -3.68 -0.63 -0.94
C -3.07 -1.81 -2.06
N -1.79 -1.73 -2.37
C -1.37 -2.76 -3.21
C -0.08 -2.99 -3.66
C 0.13 -4.07 -4.50
C -0.92 -4.90 -4.88
C -2.21 -4.68 -4.43
C -2.42 -3.60 -3.58
S -3.90 -3.10 -2.81
H 0.74 -2.36 -3.34
H 1.14 -4.28 -4.84
H -0.72 -5.74 -5.54
H -3.02 -5.33 -4.72
C -4.02 1.56 -4.00
S -2.25 1.68 -4.14
C -2.06 3.41 -3.76
O -1.69 0.96 -2.93
H -4.46 2.17 -4.79
H -4.33 1.89 -3.01
H -4.29 0.51 -4.15
H -2.42 3.99 -4.61
H -1.00 3.58 -3.61
H -2.62 3.66 -2.85

=====

5.
94
Properties=species:S:1:pos:R:3 method="wB97M-V/def2-TZVPD" homo_energy_ev=-6.78 relative_energy_kcal_mol=119.9 e_lumo_ev=-3.822 homo_lumo_gap_ev=2.957 spin_multiplicity=1
C 23.06 7.60 33.19
C 24.25 7.62 32.20
C 23.83 6.54 31.13
C 24.69 6.80 29.87
C 24.41 8.20 29.31
C 24.76 9.36 30.26
N 24.36 8.97 31.67
O 24.45 9.93 32.39
C 24.10 10.68 29.77
C 26.30 9.51 30.33
C 25.53 7.34 33.01
H 22.79 6.51 33.53
H 22.00 8.06 32.63
H 23.22 8.12 34.15
H 22.87 6.54 30.87
H 24.10 5.56 31.51
H 24.16 6.03 29.06
H 25.71 6.55 30.19
H 23.49 8.26 29.06
H 24.93 8.15 28.44
H 24.31 11.61 30.33
H 23.02 10.57 29.89
H 24.43 10.68 28.68
H 26.75 9.70 29.35
H 26.92 8.59 30.60
H 26.60 10.42 31.15
H 25.70 8.11 33.64
H 26.35 7.45 32.34
H 25.26 6.25 33.50
B 27.88 4.22 32.34
H 28.06 4.64 31.08
H 28.25 5.05 33.08
H 26.60 4.05 32.66
H 28.44 3.19 32.68
N 30.48 0.87 33.25
C 29.44 0.46 32.44
C 29.29 -1.01 32.49
C 30.36 -1.38 33.56
C 31.09 -0.13 34.01
H 30.70 1.77 33.39
H 28.91 1.17 31.92
H 28.74 -1.64 31.81
H 30.42 -2.40 34.15
H 31.96 0.06 34.71
N 22.32 2.61 28.71
C 21.33 2.60 29.62
C 21.92 2.92 31.01
C 23.46 3.25 30.69
C 23.60 3.24 29.15
H 22.18 2.40 27.82
H 20.20 2.36 29.48
H 21.14 2.87 31.92
H 24.00 3.35 31.46
H 24.51 3.17 28.42
N 28.30 0.44 35.67
C 27.78 -0.63 36.50
C 26.95 0.20 37.47
C 26.90 1.68 36.88
C 27.71 1.73 35.64
H 28.81 0.23 34.76
H 28.13 -1.44 36.30
H 26.49 -0.20 38.37
H 26.41 2.39 37.31
H 27.77 2.53 34.81
N 25.38 0.49 34.26
C 24.18 -0.30 34.41
C 23.30 -0.12 33.20
C 24.16 0.80 32.31
C 25.43 1.24 33.14
H 26.12 0.29 34.80
H 23.97 -0.97 35.12
H 22.36 -0.44 33.02
H 24.06 1.17 31.36
H 26.13 1.96 32.80
N 30.40 6.57 32.14
C 31.26 6.24 31.14
C 32.36 7.32 31.12
C 32.25 8.20 32.34
C 30.86 7.72 32.89
H 29.52 6.03 32.47
H 31.26 5.44 30.47
H 33.22 7.21 30.45
H 32.88 8.90 32.84
H 30.38 8.10 33.82
N 26.46 4.77 35.84
C 25.22 5.23 36.39
C 25.43 5.66 37.85
C 26.98 5.53 38.14
C 27.54 4.92 36.69
H 26.78 4.44 34.72
H 24.34 5.10 35.84
H 24.57 6.02 38.42
H 27.74 5.78 39.12
H 28.60 4.72 36.37

=====

6.
43
Properties=species:S:1:pos:R:3 method="wB97M-V/def2-TZVPD" homo_energy_ev=-9.20 smiles="CC[C@@H](Cl)C1=C(CCCCN(C)C(C)=O)C(=O)C=C(I)C1=O" e_lumo_ev=-1.273 homo_lumo_gap_ev=7.930 spin_multiplicity=1
C -1.63 3.49 -0.92
C -1.03 3.18 0.45
C -0.04 2.02 0.37
Cl 1.55 2.58 -0.27
C 0.21 1.30 1.67
C -0.25 0.07 1.94
C -1.15 -0.75 1.07
C -0.49 -2.04 0.56
C 0.90 -1.78 -0.04
C 1.18 -2.52 -1.35
N 0.59 -1.93 -2.57
C 1.61 -1.35 -3.46
C -0.51 -1.04 -2.40
C -1.88 -1.69 -2.43
O -0.38 0.16 -2.33
C 0.14 -0.58 3.24
O -0.48 -1.52 3.68
C 1.31 -0.04 3.98
C 1.72 1.20 3.73
I 3.26 2.12 4.75
C 0.99 2.04 2.72
O 0.99 3.24 2.78
H -2.15 4.45 -0.92
H -0.85 3.52 -1.68
H -2.34 2.71 -1.22
H -1.82 2.91 1.17
H -0.51 4.05 0.84
H -0.36 1.31 -0.38
H -2.04 -1.00 1.66
H -1.50 -0.16 0.22
H -1.14 -2.48 -0.19
H -0.42 -2.76 1.38
H 1.67 -2.09 0.67
H 1.05 -0.71 -0.20
H 0.85 -3.57 -1.26
H 2.26 -2.54 -1.50
H 1.15 -1.10 -4.42
H 2.36 -2.12 -3.66
H 2.09 -0.46 -3.05
H -1.82 -2.78 -2.40
H -2.51 -1.30 -1.63
H -2.34 -1.39 -3.37
H 1.76 -0.66 4.74

=====

In the order shown, the computed calculated total energy values come out to -6410.16889; -1434.53057; -2287.62972; -4634.58674; -1771.04808; -1660.61186 a.u..
In the order shown, the computed maximum force values come out to 1.81; 0.69; 3.06; 0.62; 18.35; 0.46 eV Å⁻¹.